Entry 1:
Computed, not measured: C4H7NO in the gas phase at a distorted geometry, with the ωB97M-V functional and the def2-TZVPD basis.

XYZ file:
```
13
Properties=species:S:1:pos:R:3:forces:R:3:mulliken_charge:R:1
O -0.008 0.769 0.676 -0.0097 0.0355 0.0760 -0.36
N 2.524 -1.416 0.030 -0.4554 0.9843 0.1858 -0.38
C 1.363 0.913 0.469 0.1694 0.1085 0.0232 -0.32
C -0.745 0.313 -0.460 -0.1167 -0.1086 -0.1903 -0.27
C -1.621 -0.850 -0.041 -0.0312 -0.0225 0.0072 -1.08
C 2.033 -0.389 0.229 0.4096 -0.9081 -0.1737 0.29
H 1.596 1.574 -0.378 -0.0379 -0.0737 0.0867 0.29
H -1.344 1.151 -0.840 0.0903 -0.1149 0.0614 0.28
H -2.233 -1.193 -0.881 0.0895 0.0494 0.1028 0.35
H 1.782 1.359 1.374 -0.0172 -0.0692 -0.1248 0.29
H -2.288 -0.551 0.773 0.0855 -0.0268 -0.1037 0.29
H -0.058 0.001 -1.258 -0.0750 0.0401 0.1109 0.34
H -1.000 -1.681 0.307 -0.1013 0.1059 -0.0616 0.28
```
Positions in Å, forces in eV/Å.

Calculated values
F_max in Eh/bohr: 0.02140
Frontier orbital gap in eV: 11.579
E_tot in hartree: -286.573714
Energy relative to the best compared isomer or geometry (same formula, charge and spin) in kJ/mol: 152.1
Structure (SMILES): CCOCC#N


Entry 2:
Computed, not measured: a molecular structure, C9H18ClReS4Te, with the ωB97M-V functional and the def2-TZVPD basis.

XYZ file:
```
34
Properties=species:S:1:pos:R:3:forces:R:3:mulliken_spin:R:1
Re -0.117 0.224 -0.882 0.0369 0.0661 -0.1098 2.96
Te -2.442 -0.742 -0.210 0.1312 -0.0645 0.0670 0.00
Cl -2.853 0.249 -2.851 0.1443 0.0549 0.0755 0.00
S 0.441 2.113 1.772 0.0344 0.0405 0.0169 0.04
S -1.747 -1.208 2.259 -0.1577 -0.0034 -0.0817 0.00
S 1.275 -0.824 0.816 -0.1253 -0.0170 0.0219 -0.03
S 1.960 1.453 -1.307 -0.1060 -0.0573 -0.0853 -0.01
C -1.143 0.961 -2.621 -0.0945 -0.0953 0.0589 -0.07
C -1.376 0.425 3.035 0.0125 0.0743 0.1202 0.00
C 0.368 3.190 0.318 -0.0554 0.1179 -0.0966 0.07
C -1.275 1.715 2.204 -0.1688 -0.0589 0.0786 0.01
C -0.252 -2.253 2.441 0.0748 -0.0711 0.0252 0.01
C 0.671 -2.466 1.242 -0.0366 -0.0375 -0.0045 0.01
C 1.686 3.056 -0.448 0.0727 -0.0087 0.0463 -0.01
C 2.878 -0.876 -0.021 0.1318 0.0359 -0.0733 0.05
C 3.231 0.591 -0.279 0.0472 -0.0040 0.0034 -0.04
H -0.656 0.700 -3.562 0.0363 0.0106 0.0099 0.00
H 0.308 -1.823 3.273 -0.0223 -0.0012 0.0148 0.00
H 1.754 3.824 -1.217 -0.0578 -0.0450 -0.0443 0.00
H 4.167 0.648 -0.830 0.0021 0.0054 0.0026 0.00
H -0.642 -3.215 2.772 -0.0535 0.0048 -0.0471 0.00
H 3.345 1.134 0.658 -0.0522 -0.0248 0.0216 0.00
H -0.483 2.921 -0.313 0.0269 -0.0134 -0.0137 -0.02
H 0.242 4.238 0.596 0.0359 -0.0298 0.0902 0.00
H -1.328 2.037 -2.653 0.0065 0.0063 0.0067 0.02
H 0.151 -2.920 0.400 0.0053 -0.0092 0.0074 0.00
H 2.541 3.193 0.215 -0.0036 0.0433 0.0001 0.00
H -1.683 2.512 2.826 0.0497 0.0215 -0.0109 0.00
H 1.488 -3.114 1.560 0.0348 0.0342 -0.0111 0.00
H -2.226 0.537 3.707 0.0012 0.0035 -0.0149 0.00
H -1.893 1.650 1.309 0.0537 -0.0038 -0.0290 0.01
H 3.633 -1.313 0.632 -0.0292 -0.0063 0.0265 -0.01
H 2.832 -1.450 -0.946 -0.0270 0.0097 -0.0046 0.00
H -0.505 0.269 3.673 0.0518 0.0225 -0.0670 0.00
```
Positions in Å, forces in eV/Å.

Calculated values
<S²>: 3.770
F_max in Eh/bohr: 0.00380
Total charge: +1
Frontier orbital gap (alpha / beta) in eV: 7.817 / 6.736
Multiplicity: 4
E_tot in hartree: -2752.653816
Energy relative to the best compared isomer or geometry (same formula, charge and spin) in kJ/mol: 0.0